w | C3H6N2 | ωB97M-V/def2-TZVPD

Values from the calculation:
**HOMO energy**: -9.9558 eV
**Kohn-Sham gap**: 10.8 eV
**M**: 70.1 g mol⁻¹

The geometry in ORCA input format:
```
! RIJCOSX wB97M-V def2-TZVPD def2/J DEFGRID3
* xyz 0 1
H 2.81 -0.22 -1.13
N 2.50 0.05 0.00
C 1.18 -0.12 0.16
N 0.16 -0.23 -0.67
C -1.14 -0.69 0.10
C -0.93 0.82 -0.09
H 0.85 0.25 1.27
H -0.95 -1.12 1.05
H -1.92 -0.94 -0.46
H -0.90 1.32 0.84
H -1.66 0.88 -1.05
*
```

Atomic partial charges in e from the natural (NBO) method, atoms 1 to 6: atom 1 (H): 0.321, atom 2 (N): -0.625, atom 3 (C): 0.258, atom 4 (N): -0.431, atom 5 (C): -0.233, atom 6 (C): -0.273

---

x | C3H6N2 | ωB97M-V/def2-TZVPD

Values from the calculation:
**HOMO energy**: -10.6358 eV
**Kohn-Sham gap**: 12.1 eV
**M**: 70.1 g mol⁻¹

The geometry in ORCA input format:
```
! RIJCOSX wB97M-V def2-TZVPD def2/J DEFGRID3
* xyz 0 1
C 0.01 1.16 -0.07
C -0.29 -0.07 0.77
C 1.13 0.34 0.49
H -0.22 2.11 0.38
H -0.19 1.16 -1.16
H -0.67 0.11 1.79
H -0.60 -0.99 0.31
H 1.68 -0.25 -0.23
H 1.74 0.73 1.29
N -1.80 -1.98 -1.63
N -0.79 -2.30 -1.94
*
```

Atomic partial charges in e from the natural (NBO) method, atoms 1 to 6: atom 1 (C): -0.423, atom 2 (C): -0.423, atom 3 (C): -0.422, atom 4 (H): 0.212, atom 5 (H): 0.211, atom 6 (H): 0.212

---

x is favored, and the nearest alternative lies 4.435 eV above it.

---

w | C3H6N2 | ωB97M-V/def2-TZVPD

Values from the calculation:
**HOMO energy**: -9.3999 eV
**Kohn-Sham gap**: 9.7 eV
**M**: 70.1 g mol⁻¹

The geometry in ORCA input format:
```
! RIJCOSX wB97M-V def2-TZVPD def2/J DEFGRID3
* xyz 0 1
C -2.20 -0.22 0.24
N -0.91 -0.43 -0.35
N -0.21 0.81 -0.19
C 1.10 0.61 -0.03
C 1.96 -0.61 0.15
H -2.97 -1.11 -0.05
H -2.66 0.80 0.93
H 1.61 1.61 0.18
H 1.54 -1.71 -0.27
H 2.34 -0.56 1.27
H 2.91 -0.39 -0.47
*
```

Atomic partial charges in e from the natural (NBO) method, atoms 1 to 6: atom 1 (C): -0.129, atom 2 (N): -0.291, atom 3 (N): -0.304, atom 4 (C): 0.106, atom 5 (C): -0.718, atom 6 (H): 0.199

---

x | C3H6N2 | ωB97M-V/def2-TZVPD

Values from the calculation:
**HOMO energy**: -9.0153 eV
**Kohn-Sham gap**: 10.2 eV
**M**: 70.1 g mol⁻¹

The geometry in ORCA input format:
```
! RIJCOSX wB97M-V def2-TZVPD def2/J DEFGRID3
* xyz 0 1
C 1.96 0.01 -0.09
N 1.00 -0.81 -0.01
N -0.15 -0.32 -0.62
C -1.36 -0.71 0.01
C -0.88 0.74 0.06
H 1.90 1.02 -0.62
H 2.90 -0.17 0.48
H -1.32 -1.37 0.88
H -2.16 -0.98 -0.65
H -1.29 1.59 -0.56
H -0.60 1.00 1.12
*
```

Atomic partial charges in e from the natural (NBO) method, atoms 1 to 6: atom 1 (C): -0.106, atom 2 (N): -0.244, atom 3 (N): -0.278, atom 4 (C): -0.239, atom 5 (C): -0.296, atom 6 (H): 0.160

---

y | C3H6N2 | ωB97M-V/def2-TZVPD

Values from the calculation:
**HOMO energy**: -7.2914 eV
**Kohn-Sham gap**: 7.5 eV
**M**: 70.1 g mol⁻¹

The geometry in ORCA input format:
```
! RIJCOSX wB97M-V def2-TZVPD def2/J DEFGRID3
* xyz 0 1
C -1.13 -0.74 -0.14
N 0.26 -0.52 0.36
C 1.14 0.42 -0.41
C 1.07 1.72 0.10
N 1.06 2.77 0.62
H -1.63 0.23 -0.15
H -1.66 -1.45 0.50
H -1.06 -1.12 -1.15
H 0.22 -0.16 1.32
H 0.74 -1.42 0.42
H 0.99 0.27 -1.48
*
```

Atomic partial charges in e from the natural (NBO) method, atoms 1 to 6: atom 1 (C): -0.422, atom 2 (N): -0.489, atom 3 (C): -0.550, atom 4 (C): 0.197, atom 5 (N): -0.433, atom 6 (H): 0.233

---

z | C3H6N2 | ωB97M-V/def2-TZVPD

Values from the calculation:
**HOMO energy**: -8.0408 eV
**Kohn-Sham gap**: 8.3 eV
**M**: 70.1 g mol⁻¹

The geometry in ORCA input format:
```
! RIJCOSX wB97M-V def2-TZVPD def2/J DEFGRID3
* xyz 0 1
C 1.54 -0.42 0.04
N 0.26 -0.58 0.33
C -0.79 -0.21 -0.44
C -2.08 -0.15 0.13
N -3.14 -0.07 0.61
H 1.83 -0.26 -0.99
H 2.28 -0.60 0.80
H 0.97 1.53 -0.22
H 0.04 -0.76 1.30
H 0.22 1.59 -0.40
H -0.65 -0.13 -1.51
*
```

Atomic partial charges in e from the natural (NBO) method, atoms 1 to 6: atom 1 (C): -0.247, atom 2 (N): -0.378, atom 3 (C): -0.294, atom 4 (C): 0.217, atom 5 (N): -0.340, atom 6 (H): 0.206

---

y is favored, and the nearest alternative lies 0.401 eV above it.

---

w | C2H2O2S2 | ωB97M-V/def2-TZVPD

Values from the calculation:
**HOMO energy**: -9.4295 eV
**Kohn-Sham gap**: 8.3 eV
**M**: 122.2 g mol⁻¹

The geometry in ORCA input format:
```
! RIJCOSX wB97M-V def2-TZVPD def2/J DEFGRID3
* xyz 0 1
C 0.16 -1.00 0.82
C 0.37 0.28 1.47
O -0.07 0.96 -1.70
O -0.50 -0.63 -3.60
S -1.09 -0.78 1.96
S -0.20 -0.40 -2.21
H 1.27 0.37 2.17
H 0.07 1.19 1.07
*
```

Atomic partial charges in e from the natural (NBO) method, atoms 1 to 6: atom 1 (C): -0.149, atom 2 (C): -0.560, atom 3 (O): -0.837, atom 4 (O): -0.816, atom 5 (S): 0.225, atom 6 (S): 1.664

---

x | C2H2O2S2 | ωB97M-V/def2-TZVPD

Values from the calculation:
**HOMO energy**: -9.5650 eV
**Kohn-Sham gap**: 8.3 eV
**M**: 122.2 g mol⁻¹

The geometry in ORCA input format:
```
! RIJCOSX wB97M-V def2-TZVPD def2/J DEFGRID3
* xyz 0 1
O 1.15 -1.62 0.37
C 1.11 -0.51 0.00
O 2.17 0.26 -0.27
C -0.28 0.22 -0.12
S -0.47 1.79 0.14
S -1.46 -1.06 -0.11
H 1.96 1.18 -0.38
H -2.52 -0.22 -0.18
*
```

Atomic partial charges in e from the natural (NBO) method, atoms 1 to 6: atom 1 (O): -0.525, atom 2 (C): 0.743, atom 3 (O): -0.663, atom 4 (C): -0.443, atom 5 (S): 0.071, atom 6 (S): 0.180

---

y | C2H2O2S2 | ωB97M-V/def2-TZVPD

Values from the calculation:
**HOMO energy**: -9.9061 eV
**Kohn-Sham gap**: 8.3 eV
**M**: 122.2 g mol⁻¹

The geometry in ORCA input format:
```
! RIJCOSX wB97M-V def2-TZVPD def2/J DEFGRID3
* xyz 0 1
O 0.08 1.73 1.52
C 0.17 1.22 0.34
O 0.68 1.93 -0.75
C -0.21 -0.32 -0.07
S -0.25 -0.70 -1.67
S -0.13 -1.51 1.14
H 0.37 1.35 -1.60
H 0.01 -0.67 2.27
*
```

Atomic partial charges in e from the natural (NBO) method, atoms 1 to 6: atom 1 (O): -0.559, atom 2 (C): 0.737, atom 3 (O): -0.673, atom 4 (C): -0.434, atom 5 (S): 0.054, atom 6 (S): 0.198

---

x is favored, and the nearest alternative lies 0.719 eV above it.

---

w | CH2N2O | ωB97M-V/def2-TZVPD

Values from the calculation:
**HOMO energy**: -8.2353 eV
**Kohn-Sham gap**: 8.2 eV
**M**: 58.0 g mol⁻¹

The geometry in ORCA input format:
```
! RIJCOSX wB97M-V def2-TZVPD def2/J DEFGRID3
* xyz 0 1
C 0.76 -0.64 1.16
N 0.05 -0.07 0.34
N -0.54 0.15 -0.76
O -1.75 0.44 -1.09
H 1.34 -0.09 1.89
H 0.15 0.22 -1.53
*
```

Now the natural (NBO) charges, all in e: atom 1 (C): 0.012, atom 2 (N): -0.157, atom 3 (N): 0.101, atom 4 (O): -0.500, atom 5 (H): 0.188, atom 6 (H): 0.355

---

x | CH2N2O | ωB97M-V/def2-TZVPD

Values from the calculation:
**HOMO energy (alpha / beta)**: -10.4850 / -10.0908 eV
**Kohn-Sham gap (alpha / beta)**: 9.2 / 10.4 eV
**M**: 58.0 g mol⁻¹

The geometry in ORCA input format:
```
! RIJCOSX wB97M-V def2-TZVPD def2/J DEFGRID3
* xyz 0 1
C 0.94 0.19 0.00
N -0.28 0.47 -0.49
N -0.04 -0.76 0.16
O 2.08 0.42 0.19
H -2.37 1.33 0.42
H -0.33 -1.64 -0.27
*
```

Now the natural (NBO) charges, all in e: atom 1 (C): 0.723, atom 2 (N): -0.199, atom 3 (N): -0.417, atom 4 (O): -0.511, atom 5 (H): 0.005, atom 6 (H): 0.399

---

y | CH2N2O | ωB97M-V/def2-TZVPD

Values from the calculation:
**HOMO energy**: -9.9933 eV
**Kohn-Sham gap**: 10.8 eV
**M**: 58.0 g mol⁻¹

The geometry in ORCA input format:
```
! RIJCOSX wB97M-V def2-TZVPD def2/J DEFGRID3
* xyz 0 1
C -0.30 -0.01 0.58
N -0.66 1.11 0.06
O -0.13 0.81 -1.16
N 0.14 -0.62 -0.55
H -0.18 -0.39 1.59
H 1.12 -0.91 -0.52
*
```

Now the natural (NBO) charges, all in e: atom 1 (C): 0.093, atom 2 (N): -0.142, atom 3 (O): -0.203, atom 4 (N): -0.318, atom 5 (H): 0.203, atom 6 (H): 0.368

---

y is favored, and the nearest alternative lies 1.224 eV above it.

---

w | C3H9N4 | ωB97M-V/def2-TZVPD

Values from the calculation:
**HOMO energy**: -13.3276 eV
**Kohn-Sham gap**: 8.4 eV
**M**: 101.1 g mol⁻¹

The geometry in ORCA input format:
```
! RIJCOSX wB97M-V def2-TZVPD def2/J DEFGRID3
* xyz 1 1
C 3.15 -0.31 0.04
N 1.94 -0.42 0.28
C 0.93 0.45 -0.26
N -0.22 0.62 0.63
N -1.42 1.02 0.32
N -2.33 0.02 -0.23
C -2.36 -1.21 0.19
H 3.46 0.33 -0.80
H 3.79 -1.20 0.30
H 0.57 0.03 -1.30
H 1.34 1.51 -0.54
H 0.04 0.28 1.62
H -1.30 1.83 -0.34
H -3.09 0.42 -0.66
H -3.15 -1.86 -0.01
H -1.35 -1.51 0.76
*
```

Atomic partial charges in e from the natural (NBO) method, atoms 1 to 6: atom 1 (C): 0.001, atom 2 (N): -0.440, atom 3 (C): -0.099, atom 4 (N): -0.472, atom 5 (N): -0.221, atom 6 (N): -0.266

---

x | C3H9N4 | ωB97M-V/def2-TZVPD

Values from the calculation:
**HOMO energy**: -13.8245 eV
**Kohn-Sham gap**: 8.6 eV
**M**: 101.1 g mol⁻¹

The geometry in ORCA input format:
```
! RIJCOSX wB97M-V def2-TZVPD def2/J DEFGRID3
* xyz 1 1
C -3.29 -0.66 0.14
N -2.29 0.14 -0.05
N -1.35 0.84 0.08
N 0.16 0.96 -0.55
N 0.86 1.80 0.13
C 0.80 -0.40 -0.58
C 2.12 -0.60 0.11
H -3.27 -1.09 1.16
H -3.94 -0.96 -0.57
H 1.46 1.49 0.88
H 0.55 2.71 0.06
H 0.14 -1.12 -0.06
H 0.85 -0.83 -1.61
H 1.94 -0.61 1.29
H 2.28 -1.62 -0.24
H 2.99 -0.04 -0.17
*
```

Atomic partial charges in e from the natural (NBO) method, atoms 1 to 6: atom 1 (C): -0.158, atom 2 (N): 0.045, atom 3 (N): 0.063, atom 4 (N): 0.007, atom 5 (N): -0.499, atom 6 (C): -0.274

---

y | C3H9N4 | ωB97M-V/def2-TZVPD

Values from the calculation:
**HOMO energy**: -13.8729 eV
**Kohn-Sham gap**: 9.9 eV
**M**: 101.1 g mol⁻¹

The geometry in ORCA input format:
```
! RIJCOSX wB97M-V def2-TZVPD def2/J DEFGRID3
* xyz 1 1
H 0.09 -2.99 -1.43
N -0.27 -2.05 -1.23
N 0.29 -1.10 -1.77
C -0.26 0.24 -1.50
C 0.45 0.99 -0.44
C 0.18 0.38 0.91
N -0.34 -0.82 1.05
N 0.37 1.10 2.05
H -1.37 0.41 -1.26
H -0.20 0.76 -2.37
H 0.23 1.96 -0.46
H 1.47 0.94 -0.46
H -0.53 -1.37 0.12
H -0.51 -1.26 1.95
H 0.45 2.11 1.97
H -0.05 0.70 2.88
*
```

Atomic partial charges in e from the natural (NBO) method, atoms 1 to 6: atom 1 (H): 0.378, atom 2 (N): -0.338, atom 3 (N): -0.036, atom 4 (C): -0.302, atom 5 (C): -0.466, atom 6 (C): 0.586

---

y is favored, and the nearest alternative lies 3.126 eV above it.

---

w | C3H9N4 | ωB97M-V/def2-TZVPD

Values from the calculation:
**HOMO energy**: -14.2546 eV
**Kohn-Sham gap**: 9.9 eV
**M**: 101.1 g mol⁻¹

The geometry in ORCA input format:
```
! RIJCOSX wB97M-V def2-TZVPD def2/J DEFGRID3
* xyz 1 1
C -1.79 0.59 0.63
C -1.78 0.77 -0.77
C 0.83 -1.54 -0.46
N -0.86 -0.37 0.87
N -0.93 -0.12 -1.30
N 1.54 1.12 0.37
N -0.37 -0.78 -0.34
H -2.45 1.18 1.36
H -2.51 1.19 -1.38
H 1.83 0.63 -0.42
H 2.18 1.07 1.16
H 0.78 -2.44 0.08
H 0.83 -1.65 -1.54
H 1.76 -1.01 -0.07
H -0.45 -0.70 1.71
H 1.41 2.04 0.10
*
```

Atomic partial charges in e from the natural (NBO) method, atoms 1 to 6: atom 1 (C): 0.030, atom 2 (C): -0.077, atom 3 (C): -0.434, atom 4 (N): -0.260, atom 5 (N): -0.107, atom 6 (N): -1.108

---

x | C3H9N4 | ωB97M-V/def2-TZVPD

Values from the calculation:
**HOMO energy**: -13.0650 eV
**Kohn-Sham gap**: 10.2 eV
**M**: 101.1 g mol⁻¹

The geometry in ORCA input format:
```
! RIJCOSX wB97M-V def2-TZVPD def2/J DEFGRID3
* xyz 1 1
C 1.35 0.95 0.32
C -1.71 0.27 -0.16
C -1.94 -0.84 0.71
N 2.65 0.59 0.39
N -2.09 1.06 -0.92
N 0.38 0.24 -0.14
N 0.42 -1.05 -0.64
H 1.15 1.99 0.70
H -1.92 -0.69 1.73
H -1.49 -1.78 0.36
H -2.88 -1.18 0.35
H 3.34 1.23 0.85
H -2.00 1.89 -1.52
H 0.33 -1.01 -1.64
H 3.10 -0.19 0.06
H 1.31 -1.48 -0.43
*
```

Atomic partial charges in e from the natural (NBO) method, atoms 1 to 6: atom 1 (C): 0.307, atom 2 (C): 0.688, atom 3 (C): -0.758, atom 4 (N): -0.794, atom 5 (N): -0.527, atom 6 (N): -0.381

---

y | C3H9N4 | ωB97M-V/def2-TZVPD

Values from the calculation:
**HOMO energy**: -14.5694 eV
**Kohn-Sham gap**: 8.4 eV
**M**: 101.1 g mol⁻¹

The geometry in ORCA input format:
```
! RIJCOSX wB97M-V def2-TZVPD def2/J DEFGRID3
* xyz 1 1
C -2.07 -0.72 -0.05
C -1.09 1.14 0.10
C 1.39 0.35 0.18
N -2.27 0.53 0.11
N -0.96 -1.24 -0.51
N 1.95 -1.00 0.11
N 0.06 0.45 -0.55
H -3.00 -1.19 0.05
H -1.22 2.19 -0.41
H -0.78 1.39 1.17
H 1.96 1.00 -0.35
H 1.21 0.65 1.20
H -0.29 -1.79 0.05
H 2.28 -1.30 0.94
H 2.75 -0.92 -0.51
H 0.09 0.45 -1.53
*
```

Atomic partial charges in e from the natural (NBO) method, atoms 1 to 6: atom 1 (C): 0.175, atom 2 (C): -0.109, atom 3 (C): -0.056, atom 4 (N): -0.401, atom 5 (N): -0.339, atom 6 (N): -0.817

---

w is favored, and the nearest alternative lies 0.876 eV above it.

---

w | C3H3N3 | ωB97M-V/def2-TZVPD

Values from the calculation:
**HOMO energy (alpha / beta)**: -7.8379 / -9.0574 eV
**Kohn-Sham gap (alpha / beta)**: 7.4 / 8.8 eV
**M**: 81.1 g mol⁻¹

The geometry in ORCA input format:
```
! RIJCOSX wB97M-V def2-TZVPD def2/J DEFGRID3
* xyz 0 1
C 0.01 0.80 0.18
C 1.17 0.20 0.06
N 1.20 -1.25 0.14
N 0.39 -2.07 0.29
N -1.62 -1.10 0.23
C -1.34 0.11 -0.02
H -0.05 1.88 0.13
H 2.15 0.62 -0.11
H -1.91 0.83 -0.63
*
```

Atomic partial charges in e from the natural (NBO) method, atoms 1 to 6: atom 1 (C): -0.181, atom 2 (C): -0.098, atom 3 (N): -0.129, atom 4 (N): 0.120, atom 5 (N): -0.276, atom 6 (C): -0.078

---

x | C3H3N3 | ωB97M-V/def2-TZVPD

Values from the calculation:
**HOMO energy**: -10.9973 eV
**Kohn-Sham gap**: 11.4 eV
**M**: 81.1 g mol⁻¹

The geometry in ORCA input format:
```
! RIJCOSX wB97M-V def2-TZVPD def2/J DEFGRID3
* xyz 0 1
N 2.52 -0.44 -0.43
C 1.48 -0.12 -0.05
C 0.07 0.09 0.36
N -0.63 -1.07 -0.13
C -0.42 1.42 -0.08
N -0.82 2.45 -0.41
H 0.03 0.10 1.46
H -1.43 -1.37 0.40
H -0.79 -1.06 -1.13
*
```

Atomic partial charges in e from the natural (NBO) method, atoms 1 to 6: atom 1 (N): -0.268, atom 2 (C): 0.266, atom 3 (C): -0.227, atom 4 (N): -0.796, atom 5 (C): 0.248, atom 6 (N): -0.269

---

x is favored, and the nearest alternative lies 3.353 eV above it.